A cluster of 17 separate species, C52H132N9O25 in total at a distorted geometry. Source: OMol25; level of theory: wB97M-V/def2-TZVPD.

Output
LUMO energy (alpha / beta) (hartree): -0.16359 / -0.26523
2S+1: 2
Kohn-Sham gap (alpha / beta) (eV): 6.2 / 3.4
Total charge: +2

Geometry as XYZ:
```
218
C52H132N9O25, DFT wB97M-V/def2-TZVPD
O -5.3297 -6.1395 2.5484
O 3.3057 4.4664 0.4822
O -1.7687 7.5436 2.4742
O -6.1783 5.8513 0.3963
O -0.6861 2.7680 3.2974
O -5.3113 -3.8763 -1.3663
O 3.2994 -1.7568 1.8328
O -1.4429 -1.5097 3.7164
O 3.8968 3.6632 2.5161
O 1.0828 -3.0336 5.8056
O -0.8643 4.6810 4.3870
O 0.4321 -5.1634 0.6699
O -4.8737 -2.8045 -4.6304
O -4.9127 5.6361 -1.3229
O 1.3700 2.0540 -2.8673
O -2.0091 -0.1178 -0.1563
O -5.9389 2.7912 -2.9878
O -0.3991 -3.1211 0.2675
O 5.9902 2.2270 -5.1690
O 4.9511 -0.6572 5.6544
O 1.1725 -0.0506 -3.3652
O 4.4441 -0.8210 0.2857
O 3.0782 -2.9914 -6.3120
O -4.8967 -2.0196 -0.2045
O -3.1737 -2.6795 4.5708
N 5.5915 -3.4011 -4.6308
N 0.7363 5.7021 2.2033
N -2.9051 -3.3902 1.7381
N 4.2897 0.8857 3.2097
N 3.8176 3.4815 -2.4921
N 1.0829 -0.5476 -0.2260
N -2.7405 -3.3391 -2.5457
N -4.2520 4.7383 -3.9402
N 1.0947 -3.1859 3.1651
C 1.3692 1.6542 0.7660
C -2.8098 0.3018 0.9775
C 0.9074 -4.2093 -1.5082
C -2.0932 -1.0349 5.9848
C 0.3540 -4.1535 -0.0684
C 1.8679 0.7766 4.0866
C -2.2206 -1.8139 4.6538
C 3.9144 4.5454 1.5552
C 0.7212 -4.3332 5.2471
C 3.2949 0.6672 4.4457
C -0.0503 5.0431 -0.0290
C -0.0100 6.2362 0.9911
C 5.1579 -2.9680 1.0444
C 0.3251 0.5326 0.5500
C -5.6586 -2.7546 -0.8304
C 4.1823 -1.8037 0.9273
C -3.9082 3.3207 -4.2088
C -4.9469 3.8237 0.2628
C -6.9708 1.8554 -2.6358
C 4.2835 -2.6037 -4.2332
C 6.1355 1.2509 -6.1381
C -1.0342 8.8114 2.2009
C 3.0174 -4.6843 3.8062
C -1.3718 2.7034 5.6468
C 5.4220 -1.8821 6.2621
C -0.8855 0.7684 -0.4020
C 1.1799 1.5218 -5.0925
C -0.9544 3.4135 4.3479
C -1.4856 6.5511 1.4879
C -5.9257 -2.4600 -5.6357
C 5.1147 2.8044 -3.0357
C -5.0592 2.3001 -3.9311
C -4.2298 -1.6928 -3.9983
C -1.6910 -2.0746 -4.3569
C 0.5400 -2.8500 7.0939
C 4.7838 2.3873 -4.4378
C -2.8476 -2.0415 -3.3373
C -5.3578 -6.3465 3.9879
C 4.6827 5.7634 1.8976
C 1.2418 1.1422 -3.6460
C 5.7464 1.8296 -2.0927
C -2.6089 2.8984 -3.5124
C 1.4264 -4.4638 3.9018
C 3.6269 -1.9799 -5.4774
C -4.8227 -4.8423 2.0390
C -5.3427 5.2431 -0.2739
C -2.2998 -5.4950 2.7063
C -3.2891 -4.8299 1.7591
C 2.5407 -2.5020 -7.5510
C -6.9868 -2.2026 -1.1857
C 3.5843 -0.6300 5.2404
C 4.6626 -1.5426 -3.1518
H 5.2725 0.8814 -1.8390
H 0.1996 4.9916 2.6799
H 4.1973 1.7537 2.7017
H 4.2326 3.1415 -4.9995
H 4.3465 1.3893 -4.4666
H -6.9229 -1.6748 -2.1372
H 5.6325 5.8828 1.3763
H -2.9526 -3.0997 2.7042
H -6.5773 -3.2884 -5.9138
H 0.9294 4.6179 -0.2471
H -6.2973 -5.8952 4.3071
H 2.8512 -0.5232 6.0399
H -4.5226 -5.8183 4.4478
H -6.4527 -1.6600 -5.1157
H 1.0288 -5.1215 5.9341
H -3.4346 1.1906 0.8906
H 3.2692 -4.5408 2.7554
H 3.6333 -3.3798 -3.8294
H 5.0782 -0.6556 -3.6301
H -2.4363 1.8287 -3.6309
H 0.0044 8.6224 1.9296
H -2.3755 2.2853 5.5702
H -4.6220 4.7713 -3.0009
H 5.5449 -3.0767 2.0576
H -1.0811 -0.8053 6.3181
H -7.8723 2.4534 -2.5026
H -4.7036 1.3019 -3.6760
H 1.7162 -0.9986 0.4186
H 5.4938 -2.7581 5.6174
H -1.8329 -2.9709 -4.9607
H 1.6783 5.4842 1.9114
H -5.5462 -2.1639 -6.6136
H 0.1841 -4.8334 -2.0330
H 0.8575 -3.1889 -1.8880
H -4.1996 3.3105 -0.3424
H -1.5445 -1.2157 -5.0118
H -0.6846 4.2421 0.3508
H -0.5331 5.3590 -0.9538
H -4.8541 -1.3275 -3.1829
H 0.5608 7.0255 0.5020
H -5.4187 -7.4083 4.2264
H 3.2919 -5.6607 4.2054
H -5.7996 3.1902 0.0188
H -7.2597 -1.5299 -0.3726
H 0.5753 -3.6998 7.7755
H -3.8829 3.2807 -5.2977
H 5.7306 -4.0232 -3.8474
H 6.2944 -2.6940 -4.7924
H -0.5086 -2.5525 7.1003
H -2.7162 -6.4798 2.9183
H -6.6781 1.3468 -1.7173
H -1.8197 -3.4923 -2.1601
H -1.9720 -3.2114 1.3952
H 3.5948 -3.9544 4.3737
H -4.1492 -0.9090 -4.7515
H 1.4483 -0.1563 3.7101
H 1.0013 -2.4904 3.8914
H 0.2461 -3.1707 2.6175
H -1.3191 3.3146 6.5477
H -4.7059 3.6958 1.3181
H -2.4978 -1.6948 6.7522
H 5.7207 3.7103 -3.0510
H -5.6156 2.1892 -4.8618
H 4.7844 -2.1648 7.0997
H 3.8740 -1.1353 -2.5190
H 3.8091 3.6090 -1.4902
H 1.5036 1.5678 3.4313
H 0.2602 1.2587 -5.6151
H 1.7850 2.0480 -0.1614
H 5.6105 0.3232 -5.9104
H 2.1653 -3.3812 -8.0747
H 2.7942 -1.3743 -5.1196
H -4.9361 5.1515 -4.5578
H 5.1934 0.9426 3.6571
H -1.3546 -5.8310 2.2800
H 1.3966 1.1515 4.9951
H -7.7338 -2.9781 -1.3547
H -0.8823 9.5148 3.0196
H -7.1281 1.1608 -3.4609
H 1.7707 -2.8709 2.4840
H 4.0723 6.6604 1.7935
H 4.9951 5.7110 2.9406
H 0.7626 6.4052 2.9279
H -0.5944 0.8176 -1.4513
H -5.3616 -4.8223 1.0917
H 7.1870 1.0999 -6.3824
H 2.0246 1.0672 -5.6102
H -2.2108 0.3519 1.8868
H 5.6809 1.5930 -7.0678
H 3.3095 -1.3892 4.5081
H 6.5521 1.5033 -2.7504
H -3.1867 -5.2169 0.7453
H 1.4046 -0.2352 -1.1310
H 3.3711 -2.1821 -8.1804
H -2.0894 5.7580 1.9288
H 1.0142 -2.0177 7.6140
H 1.8995 -4.6464 -1.6209
H 0.0657 0.0934 1.5133
H 4.7116 -3.9589 0.9606
H -2.4784 3.1369 -2.4568
H -0.3585 -4.4768 5.2063
H 3.6167 4.2842 -3.0713
H 3.4604 1.5118 5.1146
H -1.1307 1.8061 -0.1758
H 4.2031 0.0551 2.6415
H 3.0703 2.8233 -2.6605
H 6.3410 -1.6371 6.7945
H 1.3730 2.5933 -5.0397
H 4.2425 -1.3181 -6.0865
H 6.2329 2.3234 -1.2515
H -2.0504 -4.9071 3.5897
H -2.9637 -4.1724 -3.0709
H -3.6235 -0.3413 1.3129
H -1.7918 3.4862 -3.9307
H 0.9126 2.3919 1.4259
H -2.7514 -0.1675 6.0332
H 5.4147 -1.8619 -2.4305
H -2.6590 -1.3970 -2.4788
H 0.4510 -1.3214 -0.3748
H 6.0469 -2.8392 0.4270
H -0.7365 1.8329 5.8105
H -0.6872 -2.1871 -3.9472
H 0.9053 -5.2531 3.3599
H -3.6133 -2.8648 1.2457
H 1.9304 -1.6023 -7.6290
H -5.2768 -3.9963 2.5550
H -3.3976 5.2729 -4.0056
H -3.4132 -3.3518 -1.7924
H -1.4842 9.4471 1.4383
H 5.4964 -3.9251 -5.4889
H -2.0683 6.7920 0.5987
H 2.2668 1.3080 1.2784
```

Results of the Mulliken charge analysis, in e, for atoms 1 through 6: -0.492, -0.774, -0.399, -0.216, -0.175, -0.774

---

A cluster of 17 separate species, C52H147N9O21 in total at a distorted geometry. Source: OMol25; level of theory: wB97M-V/def2-TZVPD.

Output
LUMO energy (hartree): 0.01436
2S+1: 1
Kohn-Sham gap (eV): 9.0
Total charge: 0

Geometry as XYZ:
```
229
C52H147N9O21, DFT wB97M-V/def2-TZVPD
O 11.4913 16.9899 20.7548
O 17.0357 16.7199 12.9797
O 14.0810 22.6407 12.8424
O 17.9647 15.8277 21.3401
O 16.6138 21.7216 13.3708
O 10.0386 23.5044 15.4815
O 12.6272 15.6576 15.3522
O 9.8430 16.4954 15.3058
O 12.0774 14.8023 12.5186
O 21.4350 15.9615 14.7308
O 11.6528 12.1138 18.2926
O 12.7637 18.8833 19.5077
O 15.0278 12.2206 14.6150
O 14.9336 18.4259 18.2520
O 16.2298 17.9046 22.9700
O 12.9793 20.5617 14.3506
O 17.5088 24.3485 19.1892
O 16.5133 12.5028 19.6868
O 18.7837 21.4065 15.5894
O 19.9823 12.1700 17.2993
O 20.0555 16.4852 22.9489
N 18.6360 18.5493 24.2932
N 12.0556 25.3065 16.9429
N 12.2774 10.1049 13.1932
N 12.6288 9.3282 18.2634
N 16.9480 15.3229 18.8262
N 17.5119 17.5246 9.3873
N 18.0074 20.8216 18.2553
N 20.4911 14.9819 18.1821
N 21.6626 11.0369 19.3711
C 10.8051 18.7074 15.9342
C 23.1956 10.3371 17.7704
C 17.6022 20.1873 25.6236
C 16.1910 19.0266 23.8688
C 13.2069 16.1531 14.1776
C 12.3668 24.1198 16.1548
C 17.7991 20.4833 15.1554
C 15.8653 16.0684 18.2034
C 11.0710 20.6025 19.9513
C 13.4336 21.5029 12.2417
C 22.0680 11.2954 18.0166
C 22.2573 15.4104 13.7092
C 9.2495 16.5577 20.0990
C 21.5093 15.2594 15.9233
C 13.6859 20.2896 13.1789
C 20.2735 17.1528 17.1114
C 13.3603 15.1492 13.0190
C 9.7004 17.5958 16.2126
C 10.7520 11.0124 18.0536
C 15.0146 17.7707 22.2424
C 10.7498 16.2181 19.8131
C 17.4025 16.3849 11.6402
C 14.5484 15.3925 18.6555
C 20.3235 15.6399 21.7944
C 16.9393 17.5332 10.7361
C 9.1021 23.4064 14.4231
C 15.3623 17.6199 10.6589
C 11.3667 23.9126 15.0577
C 11.3253 9.7265 18.7770
C 17.2460 22.0957 18.4091
C 11.3335 13.3245 17.5936
C 13.8907 11.4054 12.1207
C 13.6220 10.6475 13.4108
C 17.0888 25.1427 18.0790
C 20.8962 11.1794 17.0264
C 17.4446 15.8384 13.9545
C 11.5986 9.9644 20.3030
C 16.0750 17.6127 18.5120
C 14.5491 12.4258 21.0212
C 18.2604 23.1587 18.8301
C 20.3747 15.6588 16.8301
C 14.5458 18.3865 16.8716
C 19.0572 14.9235 21.3770
C 17.5619 20.6893 13.6427
C 12.4824 20.2459 19.5311
C 17.3799 18.8963 24.8735
C 16.0912 21.8624 19.5018
C 12.5104 22.9324 17.0814
C 15.2621 13.0004 15.7976
C 16.0759 12.6699 20.9920
C 18.8747 12.3657 16.3767
C 13.7384 11.6056 14.6158
H 13.7520 15.8043 18.0355
H 13.7647 21.2721 11.2292
H 21.3730 11.2124 16.0468
H 11.7772 17.7995 20.3253
H 17.0980 22.5188 13.1435
H 19.0014 19.4840 24.1799
H 16.8400 20.5665 15.6666
H 13.1491 23.2379 17.9102
H 11.0207 13.0898 16.5762
H 19.8778 17.6141 16.2066
H 20.3899 10.2147 17.0578
H 9.0322 17.6061 20.3032
H 18.4599 16.1282 11.5752
H 14.3246 15.5649 19.7082
H 14.9569 18.4104 10.0274
H 12.8995 22.0217 16.6260
H 18.7011 21.2654 16.5354
H 14.1434 16.6379 14.4532
H 8.7491 18.0414 15.9218
H 10.6964 10.2259 20.8559
H 17.0734 18.1439 25.6002
H 16.4488 21.4302 20.4364
H 23.5089 10.3406 16.7264
H 10.8554 19.9078 20.7631
H 22.9250 9.3072 18.0031
H 17.5845 15.8037 20.4589
H 11.8331 18.3985 16.1236
H 15.0894 16.9340 21.5478
H 14.1724 17.5644 22.9028
H 14.3288 11.3934 20.7494
H 10.5912 13.9453 18.0953
H 17.2679 18.4644 11.1975
H 24.1298 10.4266 18.3249
H 11.0384 16.3325 18.7683
H 17.1384 14.8386 13.6466
H 13.8612 14.2486 13.3739
H 13.2229 20.7734 20.1324
H 18.0797 19.4433 15.3217
H 9.4568 17.4200 17.2604
H 16.2377 11.6658 19.3058
H 14.8591 11.9027 12.0652
H 18.5163 17.5615 9.4870
H 8.5887 16.1353 19.3420
H 21.0632 14.8989 22.0977
H 19.0025 23.4047 18.0706
H 12.8730 21.5118 14.4378
H 21.0481 10.2355 19.3803
H 18.5023 15.8085 14.2164
H 19.4503 15.3070 16.3720
H 12.3108 10.7807 20.4229
H 15.0048 22.4232 12.9875
H 9.7908 11.2247 18.5218
H 14.5499 14.3201 18.4605
H 16.3107 17.7109 19.5717
H 19.6228 17.2719 17.9778
H 16.9297 16.1104 14.8759
H 15.9745 15.8852 17.1345
H 13.9952 13.1172 20.3861
H 20.8408 16.4588 23.5004
H 14.4693 13.7457 15.8618
H 14.0742 12.5252 21.9972
H 16.3974 24.5834 17.4488
H 12.5703 16.9609 13.8167
H 16.1629 13.5994 15.6632
H 17.9693 25.4260 17.5023
H 16.8242 22.3292 17.4315
H 16.6138 14.4108 19.1027
H 14.7494 20.0523 13.2073
H 17.7357 15.1595 18.2155
H 11.8352 9.6824 13.9970
H 13.5921 11.0794 15.5590
H 9.0276 16.0108 21.0154
H 21.1877 17.7351 17.2269
H 11.9860 9.0918 20.8289
H 18.3277 11.4439 16.1790
H 10.9001 21.6036 20.3470
H 13.1333 12.1203 11.7991
H 18.7975 14.0433 21.9652
H 11.5464 15.5966 12.4248
H 22.0961 16.0194 12.8196
H 10.6685 10.8334 16.9816
H 21.3816 15.2924 18.5436
H 21.5433 14.1761 15.8080
H 12.2830 9.3723 12.4980
H 15.4417 22.7344 19.5775
H 18.6985 22.9542 19.8070
H 12.1879 13.9864 17.4525
H 16.2394 19.9377 23.2724
H 17.2755 20.1305 18.3380
H 16.6944 20.6659 25.9907
H 10.8186 19.0338 14.8944
H 10.6008 8.9296 18.6091
H 15.2336 19.0953 24.3854
H 10.6083 19.6113 16.5107
H 14.3348 9.8234 13.4410
H 9.1459 24.2648 13.7528
H 11.5692 22.5741 17.4984
H 9.3895 22.5210 13.8561
H 11.0717 25.1893 17.1385
H 13.2906 19.4262 12.6439
H 12.9156 12.3175 14.5500
H 10.4129 20.3148 19.1314
H 18.2113 13.0878 16.8526
H 13.9754 10.6057 11.3850
H 12.4073 25.0869 17.8639
H 9.0026 16.0972 15.0672
H 18.5222 20.7267 13.1285
H 11.7097 15.9397 15.3375
H 15.3258 21.1921 19.1108
H 18.2509 19.9661 26.4711
H 13.3688 24.1962 15.7327
H 16.9602 15.4566 11.2786
H 18.5795 20.6199 19.0629
H 20.6777 14.0210 17.9332
H 11.7254 23.1267 14.3930
H 13.8984 17.5325 16.6728
H 13.0734 8.6760 18.8936
H 15.4163 18.4707 16.2210
H 13.9992 19.3187 16.7289
H 23.2877 15.4853 14.0568
H 16.5513 12.0190 21.7257
H 21.0190 11.7990 19.5293
H 18.1089 20.9190 24.9942
H 19.1502 14.5741 20.3488
H 12.6856 20.6613 18.5440
H 19.2053 18.2802 25.0829
H 16.3918 13.6658 21.3025
H 14.9875 16.6556 10.3160
H 17.2442 16.7304 8.8237
H 22.5235 15.4419 16.2786
H 13.5920 18.7034 19.0570
H 8.0433 23.3279 14.6698
H 17.1837 19.7516 13.2354
H 13.8992 15.6332 12.2045
H 21.9954 14.3795 13.4712
H 13.2327 10.1374 18.2865
H 16.9329 18.0318 17.9863
H 14.7224 18.6375 21.6496
H 12.3722 21.6211 12.0238
H 20.7410 16.2194 20.9711
H 22.4192 12.3235 17.9280
H 19.2554 12.8193 15.4616
H 14.9772 17.6900 11.6762
H 16.5372 26.0279 18.3957
H 10.8741 15.1462 19.9671
H 11.3170 24.8475 14.4997
H 15.4738 12.4092 16.6885
```

Results of the Mulliken charge analysis, in e, for atoms 1 through 6: -0.592, 0.286, -0.553, -0.179, -0.527, -0.367

---

no.,E (eV)
1,-120642.107
2,-112705.699